Record 1
{
  "formula": "C16H42O16S3V",
  "method": "ωB97M-V/def2-TZVPD",
  "total_charge": -1,
  "total_energy_ev": -108226.3291,
  "species": ["O", "V", "O", "C", "C", "C", "O", "H", "H", "H", "H", "H", "H", "H", "C", "C", "O", "O", "H", "H", "H", "C", "O", "H", "H", "H", "H", "C", "O", "H", "H", "H", "H", "O", "S", "O", "O", "C", "C", "C", "H", "H", "H", "H", "H", "H", "H", "H", "O", "S", "O", "O", "C", "C", "C", "H", "H", "H", "H", "H", "H", "H", "H", "O", "S", "O", "O", "C", "C", "C", "H", "H", "H", "H", "H", "H", "H", "H"],
  "coordinates": [[0.065, -1.115, -0.296], [1.429, -0.350, 0.012], [1.961, 0.342, -1.340], [1.478, 3.514, 1.008], [0.339, 2.495, 0.995], [-0.387, 2.584, -0.366], [0.657, 1.198, 1.331], [2.104, 3.496, 0.112], [2.117, 3.432, 1.892], [1.049, 4.521, 1.067], [-0.420, 2.829, 1.723], [0.210, 2.081, -1.135], [-0.498, 3.583, -0.800], [-1.371, 2.124, -0.280], [2.269, -3.524, 3.035], [1.690, -2.143, 3.259], [1.595, -1.368, 2.248], [1.325, -1.818, 4.405], [3.069, -3.615, 2.295], [1.481, -4.165, 2.631], [2.631, -3.820, 4.021], [2.799, -2.766, -1.768], [2.717, -2.280, -0.425], [1.838, -2.557, -2.240], [3.482, -2.144, -2.356], [3.103, -3.808, -1.797], [3.140, -2.897, 0.175], [4.222, 1.441, 0.489], [3.617, 0.193, 0.696], [5.195, 1.384, 0.003], [3.542, 2.042, -0.108], [4.305, 2.015, 1.417], [4.225, -0.505, 0.940], [-1.345, -5.657, -2.028], [-1.891, -4.407, -1.525], [-1.753, -3.168, -2.226], [-3.463, -4.658, -1.272], [-3.865, -5.949, -0.815], [-4.813, -5.766, 0.374], [-1.333, -4.223, 0.178], [-3.049, -6.622, -0.564], [-4.432, -6.428, -1.614], [-5.527, -6.589, 0.456], [-5.335, -4.815, 0.295], [-4.322, -5.797, 1.350], [-2.028, -3.631, 0.771], [-0.380, -3.712, 0.091], [-1.330, -5.229, 0.589], [0.315, 4.992, -4.487], [0.664, 5.660, -3.269], [-0.261, 5.718, -2.161], [2.096, 5.122, -2.724], [2.450, 3.735, -2.930], [3.911, 3.704, -2.541], [1.246, 7.340, -3.641], [2.210, 3.442, -3.951], [1.945, 3.081, -2.215], [4.060, 3.977, -1.495], [4.535, 4.383, -3.126], [4.328, 2.696, -2.601], [1.854, 7.329, -4.542], [1.818, 7.704, -2.792], [0.381, 7.984, -3.783], [-3.639, -2.543, 3.502], [-3.038, -1.274, 3.156], [-1.619, -1.187, 3.101], [-3.763, -0.775, 1.758], [-3.025, 0.261, 1.056], [-3.932, 0.781, -0.038], [-3.731, 0.026, 4.246], [-2.130, -0.222, 0.676], [-2.631, 1.049, 1.706], [-3.387, 0.960, -0.965], [-4.586, 1.597, 0.267], [-4.628, 0.007, -0.383], [-4.731, -0.323, 4.483], [-3.732, 0.942, 3.665], [-3.093, 0.086, 5.122]]
}

***

Record 2
{
  "formula": "C16H42O9S6",
  "method": "ωB97M-V/def2-TZVPD",
  "total_charge": 0,
  "total_energy_ev": -100702.7305,
  "de_lowest_kj_mol": 462.2,
  "species": ["C", "C", "C", "O", "C", "O", "O", "H", "H", "H", "H", "H", "H", "C", "S", "O", "C", "H", "H", "H", "H", "H", "H", "C", "S", "O", "C", "H", "H", "H", "H", "H", "H", "C", "S", "O", "C", "H", "H", "H", "H", "H", "H", "C", "S", "O", "C", "H", "H", "H", "H", "H", "H", "C", "S", "O", "C", "H", "H", "H", "H", "H", "H", "C", "S", "O", "C", "H", "H", "H", "H", "H", "H"],
  "coordinates": [[0.779, -1.530, 2.615], [0.242, -2.512, 1.526], [-1.279, -2.543, 1.267], [-1.125, -2.657, -0.145], [0.027, -2.188, -0.616], [0.318, -2.132, -1.800], [0.802, -1.987, 0.383], [0.388, -0.532, 2.417], [1.833, -1.497, 2.891], [0.332, -1.795, 3.573], [0.665, -3.517, 1.521], [-1.914, -1.689, 1.502], [-1.712, -3.461, 1.664], [7.949, -3.570, 2.635], [7.380, -5.375, 2.331], [7.869, -5.829, 0.935], [8.465, -6.222, 3.504], [7.236, -2.857, 2.222], [8.968, -3.400, 2.289], [8.032, -3.308, 3.690], [8.266, -5.997, 4.551], [9.522, -6.070, 3.289], [8.113, -7.233, 3.300], [-5.296, 1.606, 4.935], [-5.451, 3.411, 4.933], [-4.418, 4.133, 4.112], [-7.076, 4.017, 4.235], [-4.268, 1.288, 5.105], [-5.660, 1.380, 3.933], [-5.938, 1.259, 5.745], [-7.007, 4.054, 3.147], [-7.499, 4.902, 4.710], [-7.812, 3.228, 4.390], [-3.202, 3.222, -0.924], [-2.802, 3.394, -2.723], [-3.461, 4.622, -3.272], [-1.065, 4.009, -2.287], [-2.646, 2.530, -0.291], [-4.230, 2.862, -0.976], [-3.235, 4.103, -0.284], [-0.544, 3.158, -1.848], [-1.032, 4.744, -1.482], [-0.634, 4.404, -3.206], [2.975, 4.062, 6.086], [1.072, 4.060, 6.160], [0.816, 2.735, 6.884], [0.765, 5.511, 7.347], [3.359, 4.048, 7.107], [3.473, 4.793, 5.450], [3.065, 3.065, 5.655], [1.167, 6.458, 6.985], [1.321, 5.164, 8.218], [-0.322, 5.521, 7.430], [2.824, 0.064, -7.441], [3.495, 0.943, -8.788], [2.259, 1.364, -9.646], [4.085, 2.479, -7.890], [3.698, -0.416, -7.001], [2.271, -0.745, -7.919], [2.314, 0.579, -6.628], [4.464, 2.129, -6.930], [3.312, 3.215, -7.669], [4.847, 3.037, -8.434], [-5.534, -5.284, -5.053], [-5.037, -5.458, -6.856], [-6.360, -5.027, -7.541], [-3.977, -4.012, -7.135], [-4.774, -5.385, -4.278], [-6.432, -5.893, -4.951], [-5.914, -4.267, -4.960], [-4.366, -3.063, -7.507], [-3.335, -4.326, -7.959], [-3.411, -3.779, -6.233]]
}

***

Record 3
{
  "formula": "C16H43ClEuO6Si2",
  "method": "ωB97M-V/def2-TZVPD",
  "total_charge": 0,
  "multiplicity": 8,
  "s_squared": 15.7608,
  "total_energy_ev": -77173.6662,
  "species": ["O", "O", "C", "C", "H", "H", "H", "H", "H", "C", "C", "H", "H", "H", "H", "H", "C", "C", "C", "H", "H", "H", "H", "H", "C", "H", "H", "H", "H", "H", "H", "Eu", "C", "Si", "H", "H", "C", "C", "C", "C", "Si", "H", "H", "C", "C", "C", "H", "H", "H", "H", "H", "H", "H", "H", "H", "H", "H", "H", "H", "H", "H", "H", "H", "H", "O", "Cl", "O", "O", "O"],
  "coordinates": [[-0.685, -1.263, -0.811], [0.842, 0.773, -2.625], [0.041, -2.422, -1.258], [-0.556, -3.689, -0.681], [1.108, -2.308, -0.990], [0.014, -2.432, -2.360], [-0.665, -3.594, 0.407], [0.051, -4.570, -0.903], [-1.554, -3.842, -1.114], [-1.791, -0.825, -1.622], [-1.788, -1.075, -3.111], [-1.824, 0.251, -1.409], [-2.672, -1.313, -1.171], [-1.060, -0.482, -3.653], [-2.770, -0.758, -3.469], [-1.731, -2.115, -3.410], [0.468, 2.110, -2.328], [2.170, 0.639, -3.134], [-0.572, 2.506, -3.354], [1.303, 2.832, -2.327], [0.052, 2.141, -1.307], [-0.123, 2.479, -4.358], [-0.949, 3.525, -3.230], [-1.402, 1.787, -3.284], [2.124, 0.905, -4.620], [2.525, -0.369, -2.912], [2.877, 1.333, -2.641], [1.323, 0.289, -5.058], [3.073, 0.695, -5.118], [1.914, 1.970, -4.763], [2.058, 0.822, -0.731], [-0.227, -0.525, 2.013], [1.774, 0.513, 0.241], [3.439, 0.651, 1.070], [1.245, -0.442, 0.134], [1.067, 1.324, 0.533], [4.753, -0.454, 0.348], [3.285, 0.292, 2.888], [3.770, 2.484, 0.745], [-2.289, -1.694, 1.988], [-3.464, -0.253, 2.024], [-2.165, -2.424, 2.817], [-2.151, -2.248, 1.028], [-4.876, -0.495, 0.842], [-2.652, 1.382, 1.487], [-3.970, 0.042, 3.795], [3.159, 2.795, -0.124], [4.821, 2.713, 0.520], [3.452, 3.079, 1.615], [4.546, -1.516, 0.639], [5.803, -0.244, 0.672], [4.741, -0.426, -0.767], [2.610, -0.522, 3.156], [2.983, 1.190, 3.421], [4.282, 0.020, 3.243], [-3.132, 1.703, 0.547], [-1.558, 1.418, 1.301], [-2.880, 2.149, 2.251], [-4.754, 0.808, 3.859], [-3.129, 0.343, 4.431], [-4.367, -0.895, 4.196], [-5.713, 0.158, 1.106], [-5.213, -1.532, 0.893], [-4.590, -0.280, -0.191], [-1.413, -1.101, 5.281], [-0.091, -0.633, 4.981], [0.702, -0.375, 6.134], [0.575, -1.617, 4.098], [-0.172, 0.613, 4.136]]
}

***

Record 4
{
  "formula": "C16H43N10O2P2S",
  "method": "ωB97M-V/def2-TZVPD",
  "total_charge": 1,
  "total_energy_ev": -65691.7793,
  "species": ["N", "C", "N", "C", "C", "N", "C", "S", "N", "H", "H", "H", "H", "H", "H", "H", "O", "P", "N", "C", "C", "N", "C", "C", "N", "C", "C", "H", "H", "H", "H", "H", "H", "H", "H", "H", "H", "H", "H", "H", "H", "H", "H", "H", "H", "O", "P", "N", "C", "C", "N", "C", "C", "N", "C", "C", "H", "H", "H", "H", "H", "H", "H", "H", "H", "H", "H", "H", "H", "H", "H", "H", "H", "H"],
  "coordinates": [[6.204, -2.795, 4.418], [5.087, -2.196, 4.827], [4.125, -1.739, 4.032], [3.458, -0.690, 4.862], [3.360, -1.553, 6.126], [2.696, -2.801, 5.774], [1.520, -2.971, 6.046], [0.039, -3.190, 6.425], [4.813, -1.981, 6.189], [6.187, -3.483, 3.681], [7.058, -2.616, 4.923], [4.404, -1.504, 3.087], [4.256, 0.039, 5.025], [2.554, -0.247, 4.460], [2.924, -1.096, 7.009], [5.334, -1.178, 6.548], [2.225, -2.414, 0.881], [0.762, -2.603, 0.738], [0.307, -1.683, -0.584], [-1.029, -1.172, -0.844], [1.087, -1.888, -1.805], [0.185, -1.915, 2.200], [-0.999, -1.086, 2.315], [1.208, -1.507, 3.134], [-0.440, -3.797, 0.712], [-0.436, -4.698, 1.888], [-0.365, -4.661, -0.491], [-1.768, -1.952, -1.068], [-1.018, -0.502, -1.705], [-1.409, -0.566, -0.030], [0.813, -2.802, -2.344], [2.149, -1.945, -1.569], [0.947, -1.044, -2.480], [-0.828, -0.063, 1.958], [-1.305, -1.027, 3.364], [-1.838, -1.522, 1.777], [1.663, -0.539, 2.859], [1.998, -2.251, 3.185], [0.791, -1.410, 4.141], [0.508, -5.242, 1.995], [-1.241, -5.423, 1.776], [-0.622, -4.139, 2.800], [0.618, -5.124, -0.621], [-0.603, -4.090, -1.387], [-1.109, -5.451, -0.414], [-1.969, 1.425, -3.001], [-2.295, 2.839, -3.324], [-1.899, 2.903, -4.977], [-1.506, 4.092, -5.711], [-2.534, 1.892, -5.817], [-1.118, 3.598, -2.339], [-0.202, 4.600, -2.830], [-0.588, 2.726, -1.298], [-3.383, 4.143, -3.281], [-3.828, 4.519, -1.918], [-4.608, 3.907, -4.083], [-2.304, 4.837, -5.828], [-1.189, 3.797, -6.712], [-0.648, 4.580, -5.264], [-3.581, 2.118, -6.058], [-2.507, 0.922, -5.323], [-1.989, 1.792, -6.757], [0.619, 4.167, -3.417], [0.241, 5.140, -1.989], [-0.722, 5.346, -3.428], [0.119, 1.995, -1.709], [-1.381, 2.183, -0.791], [-0.060, 3.322, -0.548], [-4.340, 3.699, -1.403], [-4.515, 5.361, -1.993], [-2.982, 4.835, -1.314], [-5.129, 2.987, -3.801], [-4.369, 3.860, -5.143], [-5.291, 4.743, -3.949]]
}

***

Record 5
{
  "formula": "C16H44BeF6N4O4P",
  "method": "ωB97M-V/def2-TZVPD",
  "total_charge": 1,
  "total_energy_ev": -57450.6749,
  "de_lowest_kj_mol": 0.0,
  "species": ["Be", "P", "F", "F", "F", "F", "F", "F", "C", "C", "C", "O", "C", "N", "H", "H", "H", "H", "H", "H", "H", "H", "H", "H", "H", "C", "C", "C", "O", "C", "N", "H", "H", "H", "H", "H", "H", "H", "H", "H", "H", "H", "C", "C", "C", "O", "C", "N", "H", "H", "H", "H", "H", "H", "H", "H", "H", "H", "H", "C", "C", "C", "O", "C", "N", "H", "H", "H", "H", "H", "H", "H", "H", "H", "H", "H"],
  "coordinates": [[0.194, -0.167, -0.108], [0.129, 4.178, 0.650], [1.433, 3.673, -0.183], [0.692, 5.661, 0.713], [-0.624, 4.466, -0.749], [-1.201, 4.590, 1.460], [-0.428, 2.637, 0.556], [0.877, 3.772, 2.033], [-0.539, -3.907, -2.674], [-0.844, -2.772, -1.689], [-0.952, -3.237, -0.273], [-0.814, -2.178, 0.638], [-1.011, -2.674, 1.955], [0.222, -1.712, -1.856], [0.392, -4.455, -2.445], [-0.277, -3.541, -3.675], [-1.313, -4.660, -2.835], [-1.771, -2.346, -2.064], [-0.114, -3.913, -0.040], [-1.869, -3.830, -0.192], [-0.660, -1.916, 2.649], [-0.410, -3.563, 2.141], [-2.059, -2.700, 2.273], [1.030, -2.294, -2.073], [-0.027, -1.245, -2.726], [-2.016, 2.625, -3.441], [-1.723, 1.805, -2.208], [-2.337, 0.442, -2.258], [-2.209, -0.211, -1.016], [-3.382, -0.979, -0.666], [-0.273, 1.621, -1.995], [-3.106, 2.687, -3.598], [-1.632, 2.139, -4.341], [-1.794, 3.689, -3.371], [-2.093, 2.274, -1.294], [-1.872, -0.175, -3.053], [-3.370, 0.497, -2.624], [-4.212, -0.317, -0.420], [-3.200, -1.594, 0.207], [-3.594, -1.618, -1.528], [0.090, 2.405, -1.449], [0.209, 1.799, -2.883], [4.062, 0.765, -1.683], [2.931, -0.145, -1.169], [3.432, -1.058, -0.143], [2.242, -1.707, 0.261], [2.470, -2.897, 0.953], [1.879, 0.646, -0.507], [4.796, 0.212, -2.274], [4.632, 1.221, -0.869], [3.629, 1.574, -2.269], [2.530, -0.709, -2.010], [3.745, -0.572, 0.788], [4.187, -1.744, -0.532], [3.311, -2.804, 1.647], [2.565, -3.739, 0.268], [1.627, -3.070, 1.624], [2.251, 1.286, 0.191], [1.443, 1.222, -1.200], [1.246, 0.804, 4.412], [0.500, 0.270, 3.181], [-0.932, 0.716, 3.199], [-1.572, 0.576, 1.966], [-2.649, 1.521, 1.920], [1.144, 0.731, 1.949], [1.071, 1.875, 4.536], [2.322, 0.735, 4.231], [1.024, 0.222, 5.303], [0.618, -0.812, 3.234], [-0.904, 1.775, 3.519], [-1.472, 0.310, 4.074], [-3.254, 1.309, 1.060], [-2.312, 2.558, 1.837], [-3.215, 1.419, 2.851], [2.130, 0.808, 2.219], [0.981, 1.746, 1.887]]
}

***

Record 6
{
  "formula": "C16H44Cl2FNbO7PS5",
  "method": "ωB97M-V/def2-TZVPD",
  "total_charge": -1,
  "total_energy_ev": -124406.0756,
  "species": ["C", "C", "Cl", "C", "Cl", "Nb", "C", "C", "O", "F", "P", "C", "O", "H", "H", "H", "H", "H", "H", "H", "H", "H", "H", "H", "H", "H", "H", "C", "S", "O", "C", "H", "H", "H", "H", "H", "H", "C", "S", "O", "C", "H", "H", "H", "H", "H", "H", "C", "S", "O", "C", "H", "H", "H", "H", "H", "H", "C", "S", "O", "C", "H", "H", "H", "H", "H", "H", "C", "S", "O", "C", "H", "H", "H", "H", "H", "H"],
  "coordinates": [[0.175, 1.988, -2.199], [1.372, 1.430, -1.277], [1.853, -0.303, -1.631], [1.108, 1.721, 0.308], [0.844, 3.570, 0.397], [-0.598, 0.497, 1.207], [0.837, -0.640, 2.644], [-0.022, -1.748, 3.427], [-0.575, -2.676, 2.809], [-0.145, -1.704, 4.869], [-0.995, 2.142, 3.137], [-2.274, 3.395, 2.432], [0.453, 2.980, 3.595], [-0.193, 1.246, -2.979], [0.529, 2.946, -2.722], [-0.721, 2.304, -1.553], [2.292, 2.077, -1.540], [2.085, 1.399, 0.828], [-1.798, 1.325, 0.135], [-1.970, -0.511, 1.916], [-0.406, -0.847, -0.027], [1.234, 0.072, 3.459], [1.702, -1.128, 2.075], [-3.090, 2.784, 1.893], [-1.751, 4.080, 1.682], [-2.789, 3.978, 3.282], [0.174, 3.929, 3.632], [0.395, -5.988, 5.034], [-0.183, -5.362, 6.625], [-0.514, -6.544, 7.480], [-1.737, -4.689, 6.002], [1.351, -6.491, 5.188], [-0.328, -6.698, 4.628], [0.532, -5.154, 4.342], [-2.325, -5.482, 5.535], [-1.528, -3.899, 5.278], [-2.294, -4.272, 6.842], [4.518, 3.158, -4.641], [3.425, 4.102, -3.557], [2.025, 3.850, -4.007], [3.908, 5.727, -4.176], [4.357, 2.096, -4.454], [4.290, 3.381, -5.685], [5.557, 3.411, -4.421], [3.719, 5.788, -5.250], [4.967, 5.896, -3.971], [3.315, 6.484, -3.660], [-0.299, -5.216, -2.019], [-1.721, -4.264, -1.437], [-1.521, -2.849, -1.874], [-1.299, -4.354, 0.314], [-0.334, -5.258, -3.108], [0.628, -4.731, -1.704], [-0.349, -6.229, -1.615], [-0.310, -3.924, 0.482], [-1.317, -5.396, 0.640], [-2.039, -3.786, 0.877], [4.766, 6.939, -0.115], [3.094, 6.867, -0.792], [2.998, 7.909, -1.862], [2.269, 7.521, 0.674], [5.464, 6.606, -0.884], [5.007, 7.963, 0.176], [4.837, 6.276, 0.749], [2.665, 8.509, 0.915], [2.423, 6.839, 1.512], [1.202, 7.599, 0.463], [-6.070, -3.804, -3.094], [-5.893, -5.498, -2.497], [-4.629, -5.562, -1.705], [-5.556, -6.231, -4.113], [-6.250, -3.153, -2.238], [-5.157, -3.490, -3.602], [-6.920, -3.746, -3.778], [-4.675, -5.764, -4.557], [-6.422, -6.094, -4.763], [-5.372, -7.297, -3.976]]
}